[1]
84
Properties=species:S:1:pos:R:3 method="wB97M-V/def2-TZVPD" gap_ev="5.87 / 5.36" charge=+2 mol_weight_da=786.49 total_energy_ev=-59901.95407 spin_multiplicity=4
Re -1.723 1.360 0.267
C -0.816 0.711 -2.313
C -1.412 1.934 -1.763
C 0.823 1.726 -1.075
C 0.537 0.655 -1.936
C -0.365 2.563 -0.928
C -1.493 -0.189 -3.283
H -2.575 -0.205 -3.088
H -1.103 -1.221 -3.225
H -1.354 0.152 -4.325
C 1.562 -0.251 -2.551
H 1.119 -0.937 -3.287
H 2.066 -0.868 -1.782
H 2.356 0.334 -3.057
C 2.173 2.032 -0.544
H 2.837 2.319 -1.380
H 2.648 1.166 -0.042
H 2.138 2.851 0.178
C -0.337 4.018 -0.592
H -0.715 4.570 -1.462
H 0.686 4.333 -0.367
H -0.948 4.287 0.269
C -2.521 2.654 -2.473
H -2.184 2.920 -3.485
H -2.833 3.573 -1.961
H -3.401 2.013 -2.577
C -2.388 -0.440 0.991
C -3.031 -0.016 -0.262
C -4.412 0.646 -0.268
C -4.439 2.141 0.205
C -3.122 2.644 0.756
C -2.532 2.016 1.970
C -3.341 1.019 2.770
C -3.209 -0.420 2.273
H -5.118 0.041 0.329
H -5.222 2.288 0.961
H -4.721 0.605 -1.331
H -4.197 -0.869 2.094
H -1.692 -1.267 0.933
H -2.817 -0.665 -1.130
H -2.794 -1.086 3.051
H -2.983 1.080 3.801
H -1.881 2.668 2.567
H -4.391 1.337 2.774
H -4.780 2.770 -0.638
H -2.997 3.729 0.660
P -0.176 -2.867 -0.340
C 0.820 -3.840 -1.540
H 0.461 -4.877 -1.522
H 1.884 -3.767 -1.274
H 0.656 -3.402 -2.538
C -0.079 -3.810 1.229
H -0.282 -4.865 1.021
H -0.850 -3.418 1.911
H 0.909 -3.674 1.694
C -1.864 -3.393 -0.867
H -2.622 -2.940 -0.219
H -1.935 -4.485 -0.798
H -2.057 -3.082 -1.900
P 1.270 0.625 2.463
C 0.907 2.423 2.713
H 0.646 2.604 3.768
H 0.059 2.758 2.088
H 1.794 3.021 2.455
C 0.030 -0.047 3.627
H -0.978 0.328 3.394
H 0.297 0.263 4.644
H 0.023 -1.136 3.559
C 2.789 0.540 3.499
H 2.479 0.649 4.557
H 3.451 1.378 3.201
H 3.292 -0.425 3.315
Te 2.491 -1.555 0.746
C 4.402 -1.874 -0.105
C 4.993 -0.995 -1.049
C 6.222 -1.345 -1.623
C 6.868 -2.532 -1.266
C 6.290 -3.397 -0.315
C 5.057 -3.072 0.274
H 4.468 -0.077 -1.311
H 6.676 -0.682 -2.365
H 7.818 -2.798 -1.720
H 6.798 -4.321 -0.039
H 4.573 -3.724 1.009

---

[2]
30
Properties=species:S:1:pos:R:3 method="wB97M-V/def2-TZVPD" gap_ev=8.28 charge=-1 mol_weight_da=342.26 total_energy_ev=-22478.55752
C 3.722 0.694 -0.053
C 2.351 0.054 -0.021
C 2.308 -1.269 -0.800
C 0.946 -1.768 -1.341
C -0.327 -1.064 -0.868
C -0.704 -1.356 0.581
C -1.972 -0.642 1.036
Ta -2.228 1.584 1.196
N -4.321 1.716 0.655
C -4.538 2.145 -0.447
S -4.968 2.687 -1.883
H 4.520 -0.051 0.028
H 3.852 1.393 0.775
H 3.910 1.248 -0.974
H 2.047 -0.108 1.014
H 1.602 0.737 -0.425
H 2.763 -2.041 -0.173
H 2.992 -1.154 -1.648
H 0.965 -1.710 -2.432
H 0.844 -2.831 -1.104
H -1.157 -1.393 -1.501
H -0.268 0.012 -1.014
H 0.118 -1.074 1.239
H -0.803 -2.449 0.674
H -2.191 -0.926 2.081
H -2.820 -1.006 0.436
H -1.750 1.766 -0.579
H -1.965 3.407 1.008
H -2.478 1.769 3.046
H -0.449 1.629 1.494

---

[3]
15
Properties=species:S:1:pos:R:3 method="wB97M-V/def2-TZVPD" gap_ev=7.27 smiles="CCNCC(=O)[O-]" relative_energy_kcal_mol=48.3 charge=-1 mol_weight_da=102.11 total_energy_ev=-9862.69236
C -0.022 -1.991 -0.917
C -0.979 -1.106 -0.060
N -0.273 -0.038 0.655
C -0.135 1.428 0.672
C 1.224 2.137 0.158
O 1.529 1.877 -1.085
O 1.776 2.910 0.938
H 0.619 -1.207 -1.477
H 0.666 -2.624 -0.322
H -0.763 -2.360 -1.635
H -1.439 -1.824 0.708
H -1.667 -0.510 -0.673
H 0.501 -0.365 1.193
H -0.934 1.980 0.087
H -0.105 1.693 1.758

---

[4]
41
Properties=species:S:1:pos:R:3 method="wB97M-V/def2-TZVPD" gap_ev=8.83 smiles=CCOc1ccc(OCCNC2CCCC2)cc1 relative_energy_kcal_mol=308.4 charge=0 mol_weight_da=249.35 total_energy_ev=-21501.13386
C 4.591 1.685 -0.842
C 5.057 0.627 0.118
O 3.992 0.430 0.965
C 2.863 -0.485 0.533
C 2.770 -1.292 -0.814
C 1.596 -1.989 -0.917
C 0.502 -2.180 0.090
O -0.523 -2.772 -0.607
C -1.588 -3.184 0.128
C -2.615 -1.821 -0.041
N -2.264 -0.668 0.398
C -3.170 0.272 0.450
C -3.317 1.012 -0.922
C -2.097 1.974 -1.165
C -1.784 2.409 0.557
C -2.726 1.427 1.255
C 0.637 -1.375 1.028
C 1.697 -0.583 1.359
H 3.724 1.372 -1.557
H 4.085 2.722 -0.340
H 5.492 1.838 -1.374
H 5.309 -0.270 -0.528
H 5.684 1.048 1.045
H 3.580 -0.832 -1.350
H 1.567 -2.483 -1.911
H -1.381 -2.991 1.336
H -2.040 -4.097 -0.090
H -3.590 -2.095 0.295
H -2.778 -1.884 -1.302
H -1.431 -0.380 0.278
H -4.145 0.014 0.795
H -4.092 1.759 -1.146
H -3.317 0.366 -1.679
H -1.330 1.544 -1.372
H -2.255 2.972 -1.631
H -0.708 2.223 0.394
H -1.704 3.458 0.529
H -3.551 2.415 1.452
H -2.381 1.230 2.304
H -0.199 -1.275 1.889
H 1.843 -0.143 2.393